(1)
This record from the OMol25 dataset describes a 12-piece molecular cluster, C25H66N3O14S overall at a distorted geometry. The level of theory is ωB97M-V/def2-TZVPD.

**Total charge**: +1
**HOMO energy**: -11.2 eV

Last column: Löwdin charge in e.
Geometry (Å):
C 4.679 -0.436 1.211  -0.101
C 3.979 0.979 0.838  -0.167
C 2.399 0.748 0.491  -0.153
O 2.143 -0.688 0.632  -0.134
C 1.198 -0.902 1.696  -0.331
O 1.555 -1.147 2.882  0.098
C -0.350 -0.847 1.256  0.048
C -1.273 0.021 2.197  0.086
C -2.762 0.131 1.774  0.014
N -3.285 -0.522 0.575  -0.095
C -4.751 -0.266 0.299  -0.126
C -4.986 1.116 -0.497  -0.054
C -3.769 1.512 -1.476  -0.407
N -2.679 2.421 -1.000  0.113
O -3.690 1.126 -2.678  0.015
C -2.452 -1.345 -0.301  -0.347
S -3.276 -2.137 -1.782  0.818
C -0.910 -1.569 -0.029  -0.089
N -0.067 -2.349 -0.917  0.001
C 0.645 -3.473 -0.221  -0.199
C 2.182 -3.456 -0.783  -0.089
H 4.661 -1.171 0.326  0.084
H 4.215 -0.890 2.164  0.072
H 5.789 -0.231 1.460  0.074
H 4.469 1.377 -0.113  0.102
H 4.019 1.696 1.724  0.112
H 1.710 1.376 1.162  0.127
H 2.160 1.035 -0.602  0.134
H -0.851 0.552 3.124  0.138
H -3.475 0.780 2.405  0.147
H -5.291 -1.166 -0.151  0.108
H -5.222 -0.109 1.345  0.142
H -5.099 2.007 0.236  0.132
H -5.937 1.113 -1.142  0.137
H -1.867 1.794 -0.824  0.088
H -2.946 2.746 -0.044  0.083
H -3.833 -3.336 -1.288  -0.046
H -0.592 -2.764 -1.701  0.094
H 0.236 -4.511 -0.519  0.129
H 0.626 -3.418 0.919  0.121
H 2.960 -3.451 0.057  0.077
H 2.382 -4.282 -1.556  0.055
H 2.321 -2.450 -1.342  0.080
C 3.688 -2.389 5.093  -0.151
O 5.008 -1.864 5.051  -0.136
H 3.050 -1.793 4.440  0.042
H 3.693 -3.426 4.746  0.082
H 3.305 -2.340 6.116  0.079
H 5.549 -2.410 5.636  0.076
C 6.013 -0.342 8.248  -0.151
O 5.556 0.796 7.533  -0.131
H 6.449 -0.013 9.191  0.083
H 5.171 -1.009 8.452  0.078
H 6.772 -0.864 7.660  0.074
H 5.176 0.476 6.702  0.063
C -6.695 1.524 -4.475  -0.139
O -6.107 0.440 -3.770  -0.152
H -7.381 1.129 -5.224  0.086
H -7.247 2.160 -3.778  0.075
H -5.913 2.105 -4.971  0.064
H -5.503 0.819 -3.112  -0.001
C -7.720 -2.969 -2.488  -0.136
O -6.547 -2.499 -1.838  -0.182
H -8.455 -3.248 -1.732  0.084
H -8.133 -2.179 -3.119  0.082
H -7.479 -3.844 -3.097  0.082
H -5.915 -2.260 -2.529  0.025
C 0.432 -5.604 -4.106  -0.145
O 1.590 -5.125 -3.438  -0.154
H -0.313 -5.885 -3.361  0.074
H 0.025 -4.818 -4.747  0.076
H 0.690 -6.479 -4.707  0.085
H 2.233 -4.884 -4.121  0.059
C 2.800 3.237 7.566  -0.161
O 2.463 1.856 7.526  -0.138
H 1.916 3.807 7.855  0.078
H 3.591 3.400 8.301  0.084
H 3.133 3.562 6.580  0.058
H 3.262 1.377 7.269  0.039
C -4.504 1.641 -7.710  -0.168
O -5.488 2.428 -8.364  -0.126
H -4.837 0.603 -7.693  0.082
H -3.558 1.710 -8.253  0.076
H -4.374 1.996 -6.684  0.059
H -5.170 3.340 -8.365  0.078
C 2.014 6.845 5.437  -0.150
O 2.401 5.497 5.660  -0.150
H 2.830 7.500 5.743  0.083
H 1.806 6.999 4.375  0.074
H 1.125 7.076 6.029  0.078
H 1.663 4.939 5.382  0.075
C 2.661 -3.439 -7.059  -0.153
O 3.250 -4.535 -6.372  -0.133
H 1.969 -3.824 -7.808  0.083
H 2.115 -2.810 -6.351  0.074
H 3.440 -2.854 -7.554  0.080
H 3.858 -4.167 -5.717  0.078
C -5.345 5.442 -2.060  -0.140
O -5.678 4.061 -2.089  -0.141
H -6.233 6.012 -1.784  0.084
H -4.559 5.617 -1.321  0.075
H -5.006 5.760 -3.049  0.083
H -4.876 3.580 -2.337  0.045
C 8.064 0.949 0.065  -0.159
O 6.989 0.567 -0.782  -0.148
H 7.725 1.749 0.724  0.081
H 8.381 0.094 0.667  0.077
H 8.899 1.309 -0.540  0.078
H 7.314 -0.141 -1.353  0.082


(2)
This record from the OMol25 dataset describes C25H66N7O26P3 as an isolated structure at a distorted geometry. The level of theory is ωB97M-V/def2-TZVPD.

**Energy above the lowest of the compared OMol25 structures with the same formula, charge and spin**: 4130.1 kJ/mol
**HOMO energy**: -6.8 eV

Last column: Löwdin charge in e.
Geometry (Å):
C 2.426 6.440 0.422  -0.042
C 2.675 5.996 1.894  -0.214
O 1.995 4.747 2.158  -0.199
P 2.161 3.404 1.182  0.611
O 3.531 3.230 0.711  -0.200
O 1.004 3.649 0.051  -0.322
C -0.314 3.722 0.615  -0.231
C -1.168 4.100 -0.618  0.005
O 1.541 2.205 2.112  -0.164
C 1.688 2.189 3.457  -0.308
C 0.328 1.962 4.077  -0.030
H 2.955 7.334 0.090  0.094
H 2.738 5.649 -0.259  0.001
H 1.346 6.311 0.352  0.089
H 3.718 5.912 2.202  0.115
H 2.201 6.740 2.533  0.116
H -0.704 2.737 0.868  0.076
H -0.533 4.431 1.413  0.111
H -2.106 3.605 -0.368  0.045
H -1.401 5.165 -0.656  0.086
H -0.613 3.900 -1.534  0.087
H 2.325 1.349 3.734  0.085
H 2.134 3.052 3.952  0.133
H -0.181 1.145 3.565  0.055
H 0.549 1.760 5.125  0.092
H -0.295 2.857 4.097  0.084
C 2.658 -3.904 -0.980  0.013
C 2.069 -2.622 -0.280  -0.183
O 0.716 -2.398 -0.613  -0.356
P -0.003 -0.947 -0.887  0.672
O -0.367 -0.698 -2.332  -0.174
O -1.303 -0.975 0.140  -0.261
C -1.233 -0.620 1.512  -0.137
C -1.348 0.839 1.781  -0.265
O 0.978 0.151 -0.189  -0.152
C 1.295 1.274 -1.006  -0.212
C 2.785 1.007 -1.366  -0.058
H 1.827 -4.575 -1.198  0.072
H 3.283 -3.748 -1.860  0.021
H 3.376 -4.507 -0.424  0.098
H 2.223 -2.563 0.798  0.093
H 2.674 -1.717 -0.324  0.099
H -2.079 -1.053 2.046  0.108
H -0.324 -1.047 1.936  0.120
H -1.504 1.056 2.838  0.117
H -0.434 1.252 1.355  0.111
H -2.120 1.208 1.107  0.108
H 0.657 1.475 -1.866  0.139
H 1.137 2.171 -0.409  0.052
H 2.818 0.470 -2.314  0.054
H 3.202 1.998 -1.548  0.042
H 3.319 0.419 -0.620  0.051
C -0.461 -4.202 -0.898  -0.070
C -1.260 -3.193 -1.744  -0.225
O -2.545 -3.727 -1.634  -0.132
P -3.910 -2.880 -1.178  0.595
O -4.251 -1.699 -2.023  -0.234
O -5.060 -4.091 -1.212  -0.177
C -6.241 -3.938 -1.995  -0.304
C -5.893 -4.102 -3.430  -0.098
O -3.736 -2.568 0.351  -0.181
C -4.726 -2.478 1.266  -0.295
C -4.370 -1.465 2.391  -0.047
H -1.045 -4.488 -0.023  0.102
H 0.090 -5.031 -1.341  -0.065
H 0.426 -3.668 -0.556  -0.016
H -1.279 -2.238 -1.219  0.061
H -0.927 -2.925 -2.747  0.001
H -7.086 -4.622 -1.915  0.119
H -6.626 -2.936 -1.803  0.110
H -5.177 -3.342 -3.744  0.064
H -5.332 -5.036 -3.464  0.090
H -6.689 -3.971 -4.163  0.085
H -5.678 -2.146 0.852  0.127
H -5.018 -3.395 1.778  0.127
H -5.226 -1.388 3.060  0.083
H -3.633 -1.895 3.069  0.083
H -4.198 -0.514 1.885  0.068
C 1.955 -3.121 3.292  0.044
N 1.183 -3.744 2.156  -0.398
O 1.420 -4.840 1.789  0.145
O 0.387 -2.928 1.657  -0.002
H 2.215 -3.936 3.967  0.101
H 1.325 -2.404 3.817  0.097
H 2.888 -2.629 3.016  0.079
C 3.604 4.129 -1.895  0.075
N 2.506 3.164 -2.244  -0.398
O 2.543 2.472 -3.273  0.050
O 1.472 3.316 -1.591  -0.092
H 4.452 3.542 -1.543  0.109
H 3.255 4.909 -1.219  0.046
H 3.853 4.675 -2.805  0.113
C 4.653 -0.926 -2.492  0.055
N 3.624 -1.858 -2.879  -0.381
O 3.878 -3.040 -3.039  0.060
O 2.483 -1.533 -2.946  0.022
H 5.317 -1.295 -1.710  0.127
H 4.269 0.094 -2.509  0.075
H 5.331 -0.984 -3.343  0.117
C 4.021 0.698 1.646  0.063
N 3.689 0.038 2.973  -0.408
O 2.765 -0.760 3.021  0.005
O 4.462 0.349 3.872  0.076
H 3.520 0.145 0.852  0.063
H 5.098 0.868 1.647  0.120
H 3.574 1.692 1.687  0.039
C 0.563 -2.829 -3.119  0.000
N 0.662 -4.336 -3.317  -0.281
O 0.543 -5.037 -2.343  0.028
O 0.842 -4.730 -4.464  0.086
H 1.006 -2.742 -2.127  0.054
H -0.494 -2.605 -3.260  0.069
H 1.190 -2.212 -3.764  0.112
C -3.080 -0.181 -0.706  -0.048
N -3.580 1.076 -1.292  -0.376
O -4.605 1.615 -0.757  -0.021
O -3.097 1.446 -2.315  0.103
H -2.167 -0.046 -0.126  0.006
H -2.744 -0.741 -1.579  0.083
H -3.833 -0.704 -0.117  0.083
C -3.928 3.412 1.316  0.068
N -2.671 2.899 2.006  -0.342
O -1.928 3.851 2.406  -0.104
O -2.443 1.696 2.175  0.007
H -3.615 3.110 0.317  0.042
H -4.040 4.494 1.388  0.105
H -4.772 2.868 1.740  0.099


Q: Which LUMO values were calculated for the entries above? A: -5.1 -0.6, in eV.